Entry 1:
The following is a DFT calculation (ωB97M-V/def2-TZVPD) of a molecular structure, C36H28IrO5P2S.

- Multiplicity: 2
- HOMO-LUMO gap (spin up / spin down): 7.010 / 7.547 eV
- E_HOMO (spin up / spin down): -13.429 / -14.584 eV
- Charge: +2
- ⟨S²⟩: 0.785
- Energy above the lowest of the compared OMol25 structures with the same formula, charge and spin: 0.000 eV

Last column: Mulliken spin population.
CARTESIAN COORDINATES (ANGSTROEM)
Ir -0.112473 1.092655 -0.366985  0.03
O 1.396386 0.856522 1.129898  -0.01
C 2.495243 -0.024466 0.920851  0.00
C 3.297011 -0.486571 1.944225  0.00
C 4.360336 -1.321138 1.614533  0.00
C 4.608895 -1.698230 0.304050  0.00
C 3.761857 -1.267898 -0.702041  0.00
C 2.692089 -0.431675 -0.393152  0.00
P 1.414531 0.003154 -1.555244  0.00
C 1.600444 1.685994 -2.134770  0.00
C 0.685460 2.152181 -3.100635  0.00
C 0.700269 3.485534 -3.469759  0.00
C 1.619307 4.348591 -2.887908  0.00
C 2.531940 3.895474 -1.936421  0.00
C 2.524018 2.572371 -1.548413  0.00
C 1.306263 -1.240590 -2.815199  0.00
C 1.988491 -1.106616 -4.024146  0.00
C 1.914952 -2.128235 -4.957702  0.00
C 1.168345 -3.266434 -4.682253  0.00
C 0.489552 -3.394441 -3.476094  0.00
C 0.551822 -2.380509 -2.536158  0.00
C 0.856177 0.942329 2.441960  0.01
C 1.536289 1.572492 3.456626  0.00
C 0.931373 1.616180 4.709505  0.00
C -0.319486 1.054206 4.918493  0.00
C -1.005802 0.464551 3.865925  -0.04
C -0.413169 0.398199 2.609473  0.04
P -1.301385 -0.086697 1.107164  0.03
C -1.373736 -1.852973 0.860458  0.00
C -0.608575 -2.713951 1.642875  0.00
C -0.618103 -4.074670 1.367442  0.00
C -1.388948 -4.565095 0.323208  0.00
C -2.150793 -3.702008 -0.459019  0.00
C -2.139623 -2.342202 -0.202124  0.00
C -2.956778 0.557595 1.316397  0.19
C -3.991135 -0.292880 1.594679  -0.02
C -5.248138 0.180013 2.024440  0.35
C -5.434174 1.555019 2.279428  -0.06
C -4.449132 2.446469 2.016523  0.29
C -3.168702 2.047176 1.365415  0.07
H 3.126929 -0.221028 2.974711  0.00
H 4.999868 -1.683198 2.408332  0.00
H 5.442524 -2.345802 0.072399  0.00
H 3.905236 -1.599847 -1.722752  0.00
H -0.027446 1.470209 -3.547440  0.00
H -0.005300 3.851403 -4.202595  0.00
H 1.628770 5.390829 -3.178827  0.00
H 3.245644 4.581999 -1.502193  0.00
H 3.229140 2.211942 -0.809097  0.00
H 2.565020 -0.214428 -4.238254  0.00
H 2.436838 -2.035372 -5.900236  0.00
H 1.111540 -4.059415 -5.415912  0.00
H -0.092672 -4.283559 -3.273811  0.00
H 0.021289 -2.466238 -1.595924  0.00
H 2.502512 2.025867 3.283552  0.00
H 1.442781 2.108841 5.525519  0.00
H -0.773958 1.102084 5.898337  0.00
H -2.005674 0.075405 4.014211  0.01
H -0.020695 -2.331858 2.469256  0.00
H -0.034511 -4.751553 1.976601  0.00
H -1.402789 -5.627626 0.119409  0.00
H -2.753961 -4.091739 -1.268316  0.00
H -2.721812 -1.665380 -0.817437  0.00
H -3.839648 -1.363234 1.532132  0.03
H -6.046770 -0.523364 2.209704  0.00
H -6.372192 1.898292 2.694134  0.00
H -4.584398 3.504805 2.193769  0.01
H -2.322629 2.559775 1.827745  0.03
O -3.296820 2.663092 0.007154  0.02
S -2.065060 2.871510 -0.910901  0.01
O -2.402445 3.830232 -1.881324  0.01
O -1.739975 1.482018 -1.510669  0.00
O -0.900267 3.085946 0.003156  0.00

Forces on atoms 1 to 6 (eV/Å):
Ir 0.81 0.61 0.38
O 0.32 0.23 0.14
C -0.06 -0.25 -0.03
C 0.05 0.12 -0.04
C 0.02 0.00 0.03
C 0.02 -0.02 -0.02

=====

Entry 2:
The following is a DFT calculation (ωB97M-V/def2-TZVPD) of a molecular structure, C36H29AsClN5OOsS2.

- Multiplicity: 5
- HOMO-LUMO gap (spin up / spin down): 5.434 / 5.493 eV
- E_HOMO (spin up / spin down): -12.096 / -13.017 eV
- Charge: +2
- ⟨S²⟩: 6.042
- Energy above the lowest of the compared OMol25 structures with the same formula, charge and spin: 3.536 eV

Last column: Mulliken spin population.
CARTESIAN COORDINATES (ANGSTROEM)
Os 0.334905 -0.724930 -0.989935  2.20
N -2.635337 -2.350006 -3.714077  0.00
C -1.924084 -1.705760 -2.778964  0.02
S -0.172389 -1.649292 -3.014906  0.15
N -2.533530 -1.160799 -1.773476  0.01
N -1.676600 -0.517312 -0.888411  -0.07
C -2.287424 0.131802 0.050157  0.08
C -1.684169 0.955896 1.077291  -0.01
C -2.572834 1.598340 1.948012  0.09
C -2.160853 2.509984 2.912227  0.01
C -0.815778 2.805529 3.020634  0.05
C 0.111743 2.144714 2.210716  -0.02
C -0.295954 1.225035 1.202476  0.17
O 0.646339 0.660032 0.495392  0.19
H -2.191389 -2.716842 -4.535556  0.00
H -3.640631 -2.333518 -3.666666  0.00
H -3.371813 0.072433 0.027801  -0.01
H -3.631302 1.391130 1.839341  0.00
H -2.890434 3.001263 3.540454  0.00
H -0.469227 3.537189 3.739445  0.00
H 1.156576 2.430862 2.213453  0.04
Cl 5.203580 -2.903624 -2.932919  0.00
C 4.426215 -1.528514 -2.251310  -0.01
C 5.126681 -0.361534 -1.980373  0.02
C 4.439440 0.692104 -1.405191  -0.01
C 3.097610 0.551086 -1.103740  0.03
N 2.421699 -0.570493 -1.395561  -0.02
C 3.074677 -1.588092 -1.980138  0.04
H 6.178572 -0.286815 -2.222362  0.00
H 4.940421 1.623693 -1.183970  0.00
H 2.530495 1.333785 -0.622892  -0.01
H 2.491512 -2.459806 -2.250161  0.00
C 0.714395 0.884447 8.269791  0.01
C -0.411862 1.058918 7.477664  0.01
C -0.340513 0.825827 6.112458  0.04
C 0.862698 0.397360 5.560223  0.04
C 2.001671 0.235509 6.344906  0.01
C 1.918048 0.478312 7.707165  0.00
As 0.917475 0.036362 3.680006  0.39
C 0.632166 -1.806561 3.320782  0.06
C -0.530260 -2.342089 3.725954  0.06
C -0.986876 -3.712942 3.585736  -0.01
C -0.270911 -4.672265 3.007436  0.05
C 1.108623 -4.495890 2.465119  0.03
C 1.835854 -2.436508 2.622109  -0.02
C 2.923424 -1.369150 2.457719  0.02
C 4.159859 -1.533643 1.829679  -0.02
C 5.103411 -0.514982 1.820016  0.03
C 4.849115 0.708719 2.422229  -0.01
C 3.619320 0.915811 3.021450  -0.01
C 2.686275 -0.111944 3.035775  0.02
H 0.657601 1.075224 9.333067  0.00
H -1.342327 1.386255 7.921388  0.00
H -1.211616 0.984303 5.486396  0.01
H 2.938914 -0.080663 5.903757  0.00
H 2.793294 0.352850 8.330284  0.00
H -1.229162 -1.674109 4.220717  0.01
H -1.974329 -3.943457 3.962918  0.00
H -0.690990 -5.666048 2.919003  0.00
H 1.463837 -5.455061 2.095072  -0.01
H 4.435480 -2.453768 1.350697  0.00
H 6.058107 -0.689728 1.340039  0.00
H 5.598883 1.488687 2.421754  0.00
H 3.390645 1.866940 3.487578  0.00
S -0.005615 -2.874727 0.352327  0.28
C 1.335820 -3.342751 1.432290  0.02
N 2.451864 -3.819537 0.547579  0.00
C 3.504117 -4.515167 0.821005  0.01
C 4.045379 -4.788487 2.121426  0.00
C 3.478840 -4.382981 3.272265  0.00
C 2.129005 -3.784265 3.417869  0.02
H 2.204420 -3.691337 -0.430021  0.00
H 4.065194 -4.851804 -0.045694  0.00
H 5.000904 -5.293522 2.135485  0.00
H 4.032255 -4.562531 4.187815  0.00
H 1.841558 -3.731448 4.464474  0.00

Forces on atoms 1 to 6 (eV/Å):
Os 0.03 -0.13 0.01
N -0.02 0.03 0.04
C -0.01 0.00 0.00
S 0.00 0.04 0.05
N 0.10 0.03 0.03
N -0.23 0.04 0.05

=====

Entry 3:
The following is a DFT calculation (ωB97M-V/def2-TZVPD) of a molecular structure, C36H29AsN4O6S3Ti.

- Multiplicity: 3
- HOMO-LUMO gap (spin up / spin down): 4.155 / 5.731 eV
- E_HOMO (spin up / spin down): 0.049 / -1.562 eV
- Charge: -2
- ⟨S²⟩: 2.062
- Energy above the lowest of the compared OMol25 structures with the same formula, charge and spin: 0.938 eV

Last column: Mulliken spin population.
CARTESIAN COORDINATES (ANGSTROEM)
Ti 0.076750 -0.475720 -0.379228  0.83
O 1.324069 -3.722710 1.686163  0.00
C 0.538453 -2.885999 1.272015  0.00
O 0.790568 -1.637491 1.076160  -0.03
C -0.934193 -3.336356 1.033889  0.01
C -1.875867 -2.200558 1.431221  0.01
C -3.342126 -2.664626 1.439828  0.00
C -3.671746 -2.694237 -0.073770  0.01
C -2.303656 -2.346202 -0.672390  0.03
O -1.823205 -1.364889 0.263063  -0.04
C -1.323387 -3.520422 -0.469312  0.00
C -0.125592 -3.381885 -1.435234  0.01
O 0.100345 -4.303572 -2.218817  0.00
O 0.521735 -2.287131 -1.340523  -0.01
H -1.077755 -4.242256 1.618344  0.00
H -1.560714 -1.648028 2.308685  -0.01
H -3.449308 -3.639555 1.915520  0.00
H -3.965988 -1.948800 1.975341  0.00
H -4.038231 -3.660154 -0.419675  0.00
H -4.398226 -1.923831 -0.333134  0.00
H -2.325116 -1.929693 -1.677306  0.00
H -1.801672 -4.478627 -0.660422  0.00
N -2.258387 2.790161 -1.634974  0.04
C -2.773166 2.885033 -0.352140  0.01
C -3.618168 3.801962 0.234199  0.02
C -3.995487 3.577014 1.558836  0.03
C -3.550640 2.454948 2.245291  -0.01
C -2.696219 1.530525 1.653174  0.06
C -2.281386 1.758892 0.345292  -0.03
N -1.447578 1.035295 -0.471231  0.08
C -1.449841 1.667210 -1.670721  0.20
C -0.843735 1.086732 -2.784680  -0.02
C -0.679153 1.539526 -4.100936  0.49
S 0.261460 0.369512 -4.984705  0.10
C 0.297280 -0.649322 -3.578280  0.02
N -0.305809 -0.171555 -2.544580  -0.03
H -2.189561 3.535787 -2.302016  0.00
H -3.950627 4.684995 -0.298837  0.00
H -4.627941 4.298879 2.061509  0.01
H -3.861118 2.307392 3.273216  0.00
H -2.337245 0.668788 2.200448  0.02
H -0.841566 2.528601 -4.495372  0.04
H 0.797903 -1.605317 -3.597763  -0.01
S 0.280234 3.923175 1.163506  0.00
C -0.123974 3.710060 2.826099  0.00
C -0.633232 4.747765 3.628475  0.00
C -0.901013 4.544788 4.969156  0.00
C -0.637072 3.316182 5.564226  0.00
C -0.125466 2.279023 4.791151  0.00
C 0.112702 2.446248 3.433677  0.00
As 0.702296 1.084294 2.117533  0.00
C 0.908567 -0.301595 3.547537  0.00
C 2.109277 -0.856643 3.978425  0.00
C 2.137409 -1.831565 4.966758  0.00
C 0.962094 -2.283087 5.545856  0.00
C -0.246247 -1.739775 5.135133  0.00
C -0.261457 -0.756847 4.157720  0.00
C 2.608592 1.540187 2.043150  -0.01
C 3.500674 0.590684 1.541414  0.01
C 4.857876 0.861008 1.469873  0.00
C 5.345971 2.087587 1.895037  0.00
C 4.470163 3.032643 2.406051  0.00
C 3.112013 2.755332 2.489253  0.00
H -0.814196 5.710081 3.165125  0.00
H -1.304569 5.355496 5.569116  0.00
H -0.824743 3.159243 6.620498  0.00
H 0.088528 1.334422 5.272819  0.00
H 3.040636 -0.534317 3.536538  0.00
H 3.087569 -2.245084 5.285270  0.00
H 0.985785 -3.049748 6.311887  0.00
H -1.174470 -2.078430 5.583097  0.00
H -1.206329 -0.297717 3.878112  0.00
H 3.125673 -0.363651 1.198565  0.00
H 5.535369 0.121884 1.059679  0.00
H 6.405218 2.309659 1.826523  0.00
H 4.840584 4.000522 2.724774  0.00
H 2.435834 3.500111 2.888068  0.00
O 3.131584 2.227636 -1.780140  0.12
S 1.755449 2.036238 -1.270318  0.20
N 1.430718 0.610570 -0.866294  -0.15

Forces on atoms 1 to 6 (eV/Å):
Ti -1.19 -1.49 0.63
O 0.08 0.16 -0.05
C -0.32 -0.55 0.20
O 0.21 -0.10 0.38
C 0.31 0.35 0.01
C -0.16 -0.41 0.25

=====

Entry 4:
The following is a DFT calculation (ωB97M-V/def2-TZVPD) of a molecular structure, C36H29CoF2N7O2S.

- Multiplicity: 4
- HOMO-LUMO gap (spin up / spin down): 5.105 / 5.188 eV
- E_HOMO (spin up / spin down): -5.015 / -6.995 eV
- ⟨S²⟩: 3.834
- Energy above the lowest of the compared OMol25 structures with the same formula, charge and spin: 5.009 eV

Last column: Mulliken spin population.
CARTESIAN COORDINATES (ANGSTROEM)
Co 0.245659 0.386298 -0.257033  -0.02
N 4.317822 0.751364 0.743752  0.16
C 2.988792 0.189248 0.715951  -0.12
S 3.112459 -1.300934 -0.338688  0.89
N 1.080210 -0.255684 2.412700  -0.10
N 0.152653 0.204088 1.652246  0.01
C -1.115134 0.268938 2.117090  0.10
C -1.458146 0.394979 3.549238  -0.02
C -2.316775 1.424831 3.946026  0.02
C -2.655095 1.598075 5.277623  0.00
C -2.149378 0.738401 6.242091  0.01
C -1.299993 -0.289650 5.863961  0.00
C -0.950938 -0.460332 4.531718  0.01
C -2.105013 0.146952 1.092848  0.02
C -3.482803 -0.002145 1.332347  0.04
C -4.338781 -0.234454 0.283211  -0.01
C -3.828246 -0.324032 -1.012910  0.03
C -2.473324 -0.169368 -1.189312  -0.01
N -1.630819 0.051884 -0.179552  0.03
H 4.657282 0.899193 -0.202368  -0.01
H 4.966666 0.146075 1.233543  0.00
H -2.697968 2.112336 3.199996  0.00
H -3.306234 2.414429 5.563381  0.00
H -2.417136 0.870625 7.282736  0.00
H -0.905673 -0.968793 6.609435  0.00
H -0.288893 -1.261105 4.248614  0.00
H -3.847735 0.044364 2.347040  0.00
H -5.399071 -0.356774 0.461210  0.00
H -4.473013 -0.512634 -1.858535  0.00
H -2.034063 -0.227627 -2.177579  0.00
O 0.086042 -6.106098 -2.646399  0.00
C 0.255511 -5.870458 -1.261662  -0.01
C 0.260900 -4.397893 -0.979015  0.04
C 0.255375 -3.943305 0.358611  0.11
C 0.322772 -2.594240 0.596956  -0.04
N 0.377319 -1.668611 -0.368226  0.20
C 0.331620 -2.089720 -1.677811  0.12
C 0.292295 -3.469916 -1.981676  0.06
C 0.352203 -1.064796 -2.660387  0.09
C 0.251267 -1.303695 -4.048864  0.09
C 0.357155 -0.277594 -4.949028  0.02
C 0.286168 -0.548501 -6.428873  -0.01
O 1.464231 -1.173203 -6.929543  0.00
C 0.587323 1.025067 -4.444985  0.16
C 0.616056 1.216214 -3.086633  -0.06
N 0.469567 0.231280 -2.192083  0.18
H 0.205565 -7.042037 -2.820067  0.00
H 1.203756 -6.293203 -0.905643  0.00
H -0.550171 -6.338260 -0.681861  0.00
H 0.210541 -4.637567 1.187465  0.02
H 0.348236 -2.239179 1.619842  0.00
H 0.299447 -3.809731 -3.005502  0.02
H 0.094229 -2.311215 -4.408981  0.02
H 0.083722 0.383159 -6.968515  0.00
H -0.522909 -1.247615 -6.640182  0.00
H 2.219794 -0.616308 -6.716959  0.00
H 0.725840 1.866125 -5.111396  0.02
H 0.760688 2.211476 -2.686686  0.02
F -2.464120 4.789514 -1.613848  0.00
C -1.359046 4.236398 -1.082684  0.00
C -1.301816 2.860944 -0.956048  -0.01
C -0.169735 2.271519 -0.407874  0.02
C 0.880834 3.101565 0.002253  -0.08
C 0.785547 4.475411 -0.151806  0.00
F 1.811321 5.271936 0.212021  0.00
C -0.328944 5.073107 -0.701076  0.00
C 1.964353 2.342883 0.641141  0.05
C 2.558631 2.888086 1.804120  0.39
C 2.946467 2.200571 2.959207  -0.10
C 2.928535 0.854624 3.174258  0.35
C 2.500252 -0.172262 2.157726  0.05
N 2.026142 1.103311 0.169757  0.21
H -2.149239 2.285580 -1.305607  0.00
H -0.388671 6.143817 -0.832764  0.00
H 2.510868 3.964311 1.892524  0.00
H 3.222816 2.824053 3.802636  0.00
H 3.134230 0.470442 4.165368  0.01
H 2.899685 -1.154546 2.418048  -0.01

Forces on atoms 1 to 6 (eV/Å):
Co 0.02 -0.06 -0.43
N 0.12 -0.03 -0.13
C -0.48 -0.67 0.48
S 0.32 0.20 -0.01
N -0.62 0.07 0.75
N -0.06 -0.30 -0.06

=====

Question: What is the formula in the fourth record?
Answer: C36H29CoF2N7O2S

=====

Question: Number 4 is which compound?
Answer: C36H29CoF2N7O2S

=====

Question: Look up the multiplicity of the first one.
Answer: 2